A molecular structure, C3H8LuO2. Source: the Open Molecules 2025 dataset; level of theory: the ωB97M-V functional and the def2-TZVPD basis.

```
14
Properties=species:S:1:pos:R:3
C 0.404 1.706 0.366
C -0.866 0.939 0.068
O -0.531 -0.479 0.037
C -1.453 -1.315 -0.614
Lu 1.955 -0.011 0.357
H 0.612 2.446 -0.422
H 0.356 2.193 1.352
H -1.305 1.199 -0.910
H -1.639 1.036 0.848
H -1.316 -2.344 -0.254
H -2.480 -0.965 -0.424
O 3.555 -1.317 0.286
H 3.966 -1.791 1.007
H -1.259 -1.298 -1.695
```

Results
Total charge: +1
Energy relative to the best compared isomer or geometry (same formula, charge and spin): 10.7 kcal per mole
Largest force on an atom: 2.36 eV/Å
Lowest unoccupied orbital energy: -5.73 eV
2S+1: 1
HOMO level: -13.29 eV